A 14-piece molecular cluster, C28H68N12O26S2 overall. Source: OMol25; level of theory: ωB97M-V with the def2-TZVPD basis set.

```
136
Properties=species:S:1:pos:R:3:lowdin_charge:R:1
C -4.5448 1.6794 2.8242 0.0537
N -3.5703 1.3206 3.9029 -0.4407
O -3.9368 0.5362 4.7344 0.0817
O -2.4811 1.8590 3.8545 0.0488
H -5.5446 1.4590 3.1869 0.1051
H -4.3188 0.9674 2.0326 0.0877
H -4.4894 2.7266 2.5634 0.0740
C 0.8875 4.3437 -3.6835 0.0726
N 0.2065 3.4998 -2.6412 -0.4069
O 0.2918 3.9045 -1.4953 0.0504
O -0.2971 2.4493 -2.9722 0.0700
H 1.7577 3.8238 -4.0672 0.1043
H 1.0833 5.3011 -3.2183 0.0962
H 0.1431 4.4779 -4.4677 0.0992
C -2.4943 -2.2501 1.7184 0.0547
N -3.6629 -2.4573 2.6156 -0.4459
O -3.5546 -2.2503 3.8021 0.0579
O -4.6884 -2.7684 2.0666 0.0707
H -2.5518 -2.9638 0.8999 0.0848
H -1.5402 -2.4245 2.2058 0.0850
H -2.6312 -1.2143 1.4116 0.0846
C -2.0455 0.9210 -5.3222 0.0397
N -2.0208 -0.3606 -4.6144 -0.4258
O -1.3597 -1.2374 -5.1284 0.0762
O -2.5358 -0.4317 -3.5170 0.0436
H -2.1615 0.7248 -6.3846 0.1023
H -1.1170 1.4459 -5.1143 0.0842
H -2.8648 1.5694 -5.0216 0.1008
C -6.0471 0.2011 -2.2234 0.0405
N -5.7009 0.0412 -0.7790 -0.4376
O -4.7746 -0.7112 -0.5772 0.0648
O -6.3812 0.6386 0.0159 0.0787
H -5.6763 1.1498 -2.6036 0.0744
H -7.1318 0.2212 -2.2915 0.0982
H -5.5962 -0.5784 -2.8262 0.0860
C 2.5902 -3.0660 -3.3949 0.0389
N 1.5549 -3.3151 -4.4295 -0.4352
O 1.9558 -3.3304 -5.5798 0.0551
O 0.4651 -3.6679 -4.0481 0.0695
H 3.3614 -3.8276 -3.3744 0.1031
H 2.1381 -2.9101 -2.4213 0.0503
H 2.9809 -2.1074 -3.7429 0.0928
C 2.5290 5.2065 1.3046 -0.1807
C 2.1481 6.0813 2.5173 -0.1270
O 1.0882 5.2997 3.0732 -0.2004
S 1.4227 3.7371 3.0553 0.6380
O 0.2658 3.0253 2.6207 -0.2345
O 2.2312 3.2885 4.1666 -0.2250
O 2.4974 3.9011 1.8585 -0.2114
H 3.5473 5.3922 0.9682 0.1165
H 1.9246 5.2866 0.3984 0.1182
H 1.8376 7.1079 2.3830 0.1358
H 3.0415 5.9808 3.1405 0.1342
C -2.1060 4.2857 0.8752 -0.1532
C -2.5296 5.4640 0.0025 -0.1697
O -3.5326 5.0174 -0.8755 -0.1771
S -4.2030 3.6028 -0.4435 0.6551
O -4.2558 2.7227 -1.5678 -0.2283
O -5.3714 3.7619 0.3703 -0.2167
O -2.9431 3.1965 0.4945 -0.2394
H -2.3723 4.4377 1.9234 0.1344
H -1.0467 4.0607 0.7920 0.0975
H -1.7077 5.8188 -0.6201 0.1225
H -2.8179 6.2816 0.6668 0.1333
C 0.0236 -0.9491 -1.1256 -0.2994
O 1.0163 -1.6394 -0.9363 -0.0215
N -0.3982 0.0155 -0.2931 -0.1340
C -1.4992 0.8958 -0.6186 -0.0556
C 0.4059 0.3738 0.8563 -0.0241
H -0.6408 -1.0761 -1.9916 0.1289
H -1.8350 0.7734 -1.6459 0.0631
H -1.1351 1.9049 -0.4528 0.0588
H -2.4365 0.7979 -0.0631 0.0710
H 0.5010 1.4535 0.9532 0.0665
H 0.0001 -0.0282 1.7860 0.0786
H 1.4130 -0.0106 0.7248 0.0685
C 4.6356 -1.5395 3.7225 -0.3431
O 4.8699 -2.6500 3.2946 0.0246
N 4.5959 -0.4357 2.9408 -0.1880
C 4.4797 0.9195 3.4711 -0.0649
C 5.0140 -0.4126 1.5461 -0.0408
H 4.4537 -1.2775 4.7816 0.1370
H 5.5046 1.3074 3.4474 0.0933
H 4.1807 1.0142 4.5148 0.0807
H 3.8055 1.5437 2.8887 0.0668
H 5.0294 -1.4284 1.1493 0.0824
H 4.3130 0.2240 1.0100 0.0606
H 6.0401 -0.0463 1.4484 0.0954
C 3.3314 -4.1652 0.4467 -0.3382
O 4.4313 -4.2688 0.9480 0.0091
N 2.7680 -5.0938 -0.3610 -0.1988
C 1.4030 -4.9619 -0.8520 -0.0677
C 3.4579 -6.2880 -0.7640 -0.0545
H 2.6396 -3.3285 0.6438 0.1333
H 0.9766 -3.9642 -0.7820 0.0567
H 0.7484 -5.6366 -0.2925 0.0933
H 1.4032 -5.2694 -1.8993 0.0780
H 4.2414 -6.5221 -0.0407 0.0868
H 2.7700 -7.1321 -0.7745 0.0898
H 3.9642 -6.0931 -1.7168 0.0887
C -2.4527 -3.6518 -2.6516 -0.3395
O -2.1335 -3.8496 -1.4928 0.0053
N -3.3098 -4.4007 -3.3697 -0.1824
C -3.9626 -3.9319 -4.5638 -0.0608
C -3.8316 -5.6612 -2.8418 -0.0318
H -2.1241 -2.7937 -3.2481 0.0909
H -3.9237 -4.6509 -5.3856 0.0906
H -3.5696 -2.9830 -4.9218 0.0728
H -5.0297 -3.8107 -4.3426 0.0871
H -3.5666 -5.7912 -1.7962 0.0833
H -4.9200 -5.6136 -2.8936 0.0857
H -3.4251 -6.4976 -3.4082 0.0908
C 4.8168 2.9935 -1.4336 -0.3259
O 4.3606 3.9329 -0.8066 0.0063
N 4.2119 1.8077 -1.6101 -0.1698
C 4.8246 0.6380 -2.1833 -0.0521
C 2.8561 1.6216 -1.1397 -0.0410
H 5.8389 3.0036 -1.8438 0.1370
H 4.9094 -0.2393 -1.5422 0.0896
H 5.8683 0.8824 -2.4130 0.0894
H 4.3803 0.3784 -3.1459 0.0866
H 2.7780 0.8597 -0.3710 0.0585
H 2.3593 2.5335 -0.8164 0.0706
H 2.1943 1.2923 -1.9524 0.0924
C 0.4953 -1.4125 6.8599 -0.3431
O 1.4405 -1.2273 7.6047 0.0005
N 0.4768 -0.9891 5.5805 -0.1760
C -0.6879 -1.1240 4.7230 -0.0557
C 1.4821 -0.0456 5.1264 -0.0456
H -0.4508 -1.8954 7.1435 0.1384
H -1.4077 -0.3559 5.0177 0.0802
H -1.0831 -2.1335 4.6629 0.0806
H -0.4263 -0.8432 3.7010 0.0546
H 2.0679 -0.5290 4.3341 0.0790
H 1.0510 0.7645 4.5276 0.0729
H 2.0765 0.3702 5.9289 0.0893
```

Calculated values
Multiplicity: 1
E_LUMO: -1.06 eV
Net charge: 0
Frontier orbital gap: 7.36 eV



A 12-piece molecular cluster, C28H68N4O20 overall. Source: OMol25; level of theory: ωB97M-V with the def2-TZVPD basis set.

```
120
Properties=species:S:1:pos:R:3:lowdin_charge:R:1
C 10.4487 6.9493 11.2905 0.0137
O 11.5787 7.9628 11.4074 -0.0262
C 11.0949 9.2247 11.6530 -0.5766
O 10.0272 9.6049 11.2963 0.1363
O 12.1642 9.9681 12.1013 -0.0226
C 11.7812 11.3073 12.3263 -0.0642
H 10.6060 6.4069 10.3720 0.0805
H 9.4763 7.3655 11.2848 0.0672
H 10.5524 6.1937 12.0874 0.0925
H 11.1702 11.3433 13.2297 0.0994
H 11.2951 11.7908 11.4756 0.0974
H 12.6928 11.8618 12.5593 0.0867
C 14.8555 16.4539 6.3008 -0.0434
O 13.4488 16.5680 6.3457 0.0179
C 12.6813 15.9253 7.2041 -0.6282
O 11.5120 16.0808 7.2359 0.1456
O 13.4045 15.1469 8.0420 -0.0502
C 12.7618 14.0608 8.7467 -0.0141
H 15.2887 17.0350 7.0773 0.0700
H 15.1370 16.9987 5.3885 0.1046
H 15.2656 15.4334 6.3098 0.0983
H 11.7825 13.6701 8.2028 0.1474
H 12.5317 14.3951 9.7471 0.0655
H 13.5390 13.2961 8.6752 0.0688
C 16.3600 11.8613 6.8560 0.0224
O 17.5011 11.7250 7.8078 -0.0372
C 18.0600 10.5041 7.7114 -0.6398
O 17.8698 9.7901 6.8030 0.1587
O 18.8684 10.3785 8.8064 -0.0172
C 19.9000 9.4255 8.6597 -0.0463
H 15.7917 10.9514 6.8699 0.0817
H 16.7829 12.0407 5.8889 0.0862
H 15.8535 12.7344 7.1886 0.0702
H 20.1052 9.0783 9.7212 0.0985
H 20.7875 9.7697 8.1664 0.0870
H 19.4961 8.5482 8.1330 0.0975
C 20.1045 12.4694 6.1371 -0.0567
O 20.8011 12.3595 7.3395 0.0271
C 20.6275 13.4286 8.1142 -0.6024
O 20.0207 14.4193 7.9077 0.1341
O 21.2844 13.1737 9.2789 -0.0007
C 20.7920 13.9594 10.3571 -0.0533
H 19.2674 13.2063 6.1899 0.1087
H 19.6179 11.5660 5.8682 0.0777
H 20.7457 12.7658 5.3331 0.0956
H 21.2319 14.9944 10.3113 0.1124
H 21.1985 13.4118 11.2429 0.0892
H 19.7058 14.0307 10.4184 0.0776
C 20.4116 10.0555 12.4211 -0.1430
O 20.8514 11.4208 12.3325 -0.1440
H 19.6803 9.8416 11.6644 0.0438
H 21.3347 9.4714 12.3184 0.0775
H 20.1014 9.7629 13.4873 0.0997
H 20.1512 11.9960 12.6714 0.0388
C 12.4574 18.2721 15.8169 -0.1780
O 13.4072 17.5310 15.1443 -0.1636
H 12.9699 18.7462 16.6451 0.0806
H 11.9918 19.0856 15.2719 0.0779
H 11.6814 17.6095 16.1498 0.0761
H 12.8892 16.8721 14.6061 0.0603
C 13.2540 9.5876 8.4354 -0.1896
O 13.8175 10.7896 8.8418 -0.1735
H 13.4752 8.7729 9.1202 0.0750
H 12.1204 9.7350 8.2736 0.1080
H 13.6869 9.3698 7.4439 0.0708
H 14.6691 10.4459 9.2789 0.0714
C 16.0189 19.6723 13.8547 -0.1721
O 14.7577 19.4427 13.2710 -0.1298
H 16.0374 20.6451 14.3212 0.0628
H 16.2146 18.9881 14.6940 0.0715
H 16.8216 19.5860 13.0530 0.0917
H 14.3644 18.7273 13.7585 0.0156
C 17.7301 13.7689 14.0744 -0.3153
O 18.8790 13.3989 14.1515 0.0256
N 17.1942 14.7250 14.8862 -0.2104
C 15.8347 14.9950 14.8868 -0.0810
C 17.9287 15.3687 15.8855 -0.0527
H 17.0093 13.4622 13.2665 0.1159
H 15.3203 14.6561 15.8147 0.1082
H 15.3368 14.5256 14.0631 0.0727
H 15.6770 16.0883 14.9238 0.0871
H 17.6139 16.3972 15.9236 0.0889
H 17.7711 14.8828 16.8317 0.0954
H 18.9951 15.2666 15.7492 0.0924
C 15.8877 10.5007 11.8005 -0.3422
O 15.8260 9.9183 10.7540 0.0308
N 15.9812 9.9369 13.0059 -0.1609
C 15.7263 8.5163 13.0856 -0.0332
C 15.7674 10.8297 14.1180 -0.0396
H 15.8456 11.6646 11.8419 0.1303
H 14.7640 8.1727 12.7682 0.0767
H 15.7150 8.2643 14.1921 0.1123
H 16.3801 7.8948 12.5450 0.0714
H 16.3683 10.4369 14.9659 0.1110
H 16.0752 11.8123 13.8779 0.0342
H 14.7445 10.8875 14.3981 0.0805
C 16.0264 13.9629 10.7373 -0.3476
O 15.1279 13.7748 11.5285 -0.0314
N 16.4497 15.2088 10.4402 -0.1527
C 15.7931 16.3746 10.9719 -0.0501
C 17.4285 15.4523 9.3512 -0.0342
H 16.5666 13.1450 10.1955 0.1479
H 16.4210 17.1129 11.5525 0.1021
H 15.0565 16.0795 11.7668 0.0856
H 15.3703 17.0199 10.2181 0.0761
H 17.0381 16.1828 8.6553 0.0663
H 18.3578 15.9323 9.6935 0.0911
H 17.5577 14.4978 8.7940 0.0841
C 11.7936 16.2258 11.9997 -0.2672
O 12.6293 16.5455 12.8654 -0.0360
N 11.3843 16.9886 10.9555 -0.1646
C 10.2675 16.6128 10.1048 -0.0428
C 12.0531 18.2382 10.6183 -0.0080
H 11.4179 15.2285 12.0486 0.1275
H 9.3012 16.6910 10.6532 0.1078
H 10.4430 15.6610 9.6448 0.0633
H 10.2980 17.2665 9.2571 0.0742
H 12.7817 18.4497 11.3492 0.0638
H 12.4151 18.2239 9.5899 0.1004
H 11.3153 18.9668 10.7849 0.0808
```

Calculated values
Multiplicity: 1
E_LUMO: 0.53 eV
SMILES: COC(=O)OC.COC(=O)OC.COC(=O)OC.COC(=O)OC.CN(C)C=O.CN(C)C=O.CN(C)C=O.CN(C)C=O.CO.CO.CO.CO
Net charge: 0
Frontier orbital gap: 9.79 eV